Entry 1:
The following is a DFT calculation (ωB97M-V/def2-TZVPD) of a cluster of 2 separate species, C15H29IO9PS2 in total at a distorted geometry.

As for the charge: -1. The total energy comes out at -73504.395 eV. Its spin multiplicity is 1. For the gap between HOMO and LUMO, the calculation gives 0.1878 Eh. The value obtained for the highest occupied orbital energy is -3.32 eV.

Geometry (Å):
C  1.36660  4.91281  0.63308
C  1.75408  3.42132  1.19295
C  0.84806  2.19755  0.50085
C  1.82471  1.16314  -0.32420
C  1.95382  1.75773  -1.84099
C  1.43656  -0.42057  -0.20158
P  2.44758  -1.36370  -1.51626
O  2.77943  -2.89164  -1.12090
O  4.05367  -0.66226  -1.81622
O  1.65252  -1.47759  -3.09129
C  -0.16783  -0.75470  -0.16511
C  -0.97141  -0.39883  -1.57204
C  -2.56698  0.02682  -1.30203
O  -3.46159  -0.69836  -2.02967
I  -3.23200  1.56888  0.10094
C  -0.42177  -2.31754  0.32033
O  -1.78313  -2.82885  -0.05189
C  0.03309  -2.65077  1.84606
C  -0.73366  -1.89249  3.05707
S  -2.42039  -1.18541  2.71003
C  -3.60531  -2.64260  2.98406
C  -4.91860  -2.58972  2.00283
O  1.52814  -2.55517  1.94143
S  2.10464  -1.03102  1.48274
O  2.02182  0.06956  2.59179
O  3.65607  -1.20539  1.23678
H  1.65735  5.69386  1.48755
H  0.22712  5.06066  0.41146
H  2.04161  5.22649  -0.29741
H  2.90560  3.28003  1.03961
H  1.58366  3.44930  2.37336
H  0.05332  2.75452  -0.17321
H  0.28638  1.69240  1.42225
H  2.90519  1.27818  0.17167
H  1.50827  1.09546  -2.69220
H  3.08806  1.97628  -2.07458
H  1.38543  2.80342  -1.89877
H  4.72275  -1.23746  -1.30010
H  1.31295  -2.42167  -3.15190
H  -0.71217  -0.09136  0.66562
H  -0.51646  0.50118  -2.16498
H  -0.92330  -1.33706  -2.29633
H  0.29800  -2.96495  -0.38132
H  -1.83317  -3.78955  0.29322
H  -0.17710  -3.81802  1.99910
H  -0.10861  -1.02663  3.59117
H  -0.88669  -2.70325  3.92186
H  -3.84078  -2.76426  4.12493
H  -2.98163  -3.60605  2.65653
H  -4.53785  -2.57329  0.89137
H  -5.62289  -1.67290  2.27227
H  -5.49611  -3.60296  2.14713
C  -0.31322  2.65088  -4.08433
O  -0.65198  2.70405  -2.80491
H  0.66882  2.21187  -4.32939
H  -0.96898  2.07262  -4.75729
H  -0.25167  3.60705  -4.63114


Entry 2:
The following is a DFT calculation (ωB97M-V/def2-TZVPD) of a structure of composition C15H29NOsSi2 at a distorted geometry.

The energy above the lowest of the compared OMol25 structures with the same formula, charge and spin comes out at 463.2 kJ/mol. The total energy comes out at -35728.372 eV. Its spin multiplicity is 5. For the gap between HOMO and LUMO (spin up / spin down), the calculation gives 0.2519 / 0.2328 Eh. The value obtained for the highest occupied orbital energy (spin up / spin down) is -6.77 / -8.00 eV.

Geometry (Å):
C  1.57611  0.87841  -1.29148
C  1.88271  -0.42674  -0.78093
C  1.94592  -0.36196  0.65151
C  1.66268  0.99783  1.06986
C  1.43825  1.77176  -0.14818
Os  -0.10813  0.22226  0.13679
C  -0.74253  -1.75935  -1.71819
C  -1.36527  -1.72194  -2.99091
C  -1.78707  -0.54911  -3.59133
N  -0.66552  2.08693  0.17182
H  2.23487  -1.15966  1.30921
H  2.13936  -1.29814  -1.36042
H  1.62175  1.38465  2.06804
H  1.15367  2.81187  -0.17335
H  1.40655  1.13312  -2.32985
H  0.31678  -2.07376  -1.67631
H  -0.81443  1.52648  -0.85994
H  -1.03298  -2.23356  -0.75464
H  -1.91482  -0.42417  -4.67610
H  -2.05462  0.49412  -3.25089
C  -3.30881  1.16298  1.57457
Si  -2.70291  -0.63852  1.62314
C  -3.67657  -1.24787  3.14017
C  -3.48076  -1.57656  0.19612
C  -0.79449  -0.90933  1.65798
Si  -0.18782  -0.68976  3.51979
C  -0.93056  -1.94633  4.73034
C  1.65339  -0.93180  3.85110
C  -0.63893  1.05391  4.06780
H  -4.36948  1.26220  1.87154
H  -3.29099  1.58954  0.56481
H  -2.67447  1.82257  2.18482
H  -4.74222  -1.20206  2.86617
H  -3.44066  -2.28542  3.40359
H  -3.53525  -0.61330  4.02475
H  -3.31199  -1.10758  -0.78069
H  -3.11506  -2.61033  0.12914
H  -4.56549  -1.62627  0.39575
H  -0.54678  -1.96781  1.40603
H  -0.78257  -2.97582  4.37499
H  -0.39112  -1.84772  5.68484
H  -1.99607  -1.81390  4.94193
H  2.27172  -0.09120  3.51730
H  1.80044  -1.03637  4.93723
H  2.03219  -1.84947  3.38417
H  -0.31391  1.81011  3.34122
H  -1.71561  1.18257  4.24330
H  -0.12231  1.24912  5.02041